# 1
{
  "formula": "C26H38ClInN4O3P3",
  "method": "wB97M-V/def2-TZVPD",
  "e_tot_ha": -3131.9689,
  "e_above_lowest_kcal_mol": 0.00,
  "orbital_gap_ev": 7.86,
  "total_charge": 3,
  "elements": ["In", "C", "N", "C", "P", "O", "O", "P", "O", "N", "C", "C", "N", "C", "C", "N", "C", "C", "H", "H", "H", "H", "H", "H", "H", "H", "H", "H", "H", "H", "H", "H", "H", "H", "H", "H", "H", "H", "H", "H", "H", "H", "Cl", "C", "C", "C", "C", "C", "C", "P", "C", "C", "C", "C", "C", "C", "C", "C", "C", "C", "C", "C", "H", "H", "H", "H", "H", "H", "H", "H", "H", "H", "H", "H", "H", "H"],
  "coordinates": [[0.4615, -0.7867, -0.2279], [4.2689, -0.2552, -3.9754], [3.7757, 0.3518, -2.7191], [4.8047, 1.0467, -1.9092], [2.3941, -0.1390, -2.1029], [2.0149, 0.5381, -0.7966], [1.2470, -0.0320, -3.2067], [-0.1898, 0.7315, -2.9806], [-0.7243, 0.2298, -1.6371], [-1.0076, 0.2035, -4.2606], [-2.3973, 0.6953, -4.3528], [-0.4443, -0.2644, -5.5358], [0.0794, 2.3150, -2.8812], [-0.4953, 3.1956, -1.8539], [0.5484, 3.0125, -4.0916], [2.1176, -1.7668, -1.6724], [1.7712, -2.7831, -2.7006], [3.1608, -2.3086, -0.7476], [4.7253, 0.5263, -4.5797], [3.4485, -0.6883, -4.5477], [5.0128, -1.0227, -3.7618], [5.2355, 1.8334, -2.5252], [5.5885, 0.3492, -1.6156], [4.3540, 1.4939, -1.0280], [-2.7628, 1.0087, -3.3740], [-3.0327, -0.1157, -4.7046], [-2.4682, 1.5347, -5.0461], [0.5577, -0.6595, -5.3973], [-0.4126, 0.5463, -6.2654], [-1.0777, -1.0596, -5.9261], [-0.8909, 2.6090, -1.0306], [-1.3038, 3.7872, -2.2845], [0.2756, 3.8681, -1.4791], [0.9631, 2.3076, -4.8130], [1.3325, 3.7161, -3.8143], [-0.2673, 3.5599, -4.5657], [1.0211, -2.3961, -3.3831], [1.3766, -3.6614, -2.1929], [2.6626, -3.0793, -3.2552], [3.4728, -1.5511, -0.0282], [4.0336, -2.6383, -1.3127], [2.7488, -3.1667, -0.2181], [-0.3550, 1.4526, 1.4256], [-0.7495, 0.6068, 2.9103], [-0.7499, 1.3276, 4.0849], [-1.0842, 0.6768, 5.2671], [-1.4008, -0.6742, 5.2708], [-1.3740, -1.3938, 4.0887], [-1.0535, -0.7565, 2.8821], [-1.0880, -1.7923, 1.4322], [-0.5656, -3.4456, 1.8466], [0.7154, -3.6356, 2.3772], [1.1125, -4.9035, 2.7552], [0.2379, -5.9791, 2.6038], [-1.0320, -5.7899, 2.0819], [-1.4438, -4.5182, 1.7018], [-2.6370, -1.7346, 0.5715], [-3.6853, -0.9797, 1.0977], [-4.9081, -0.9674, 0.4411], [-5.0737, -1.6991, -0.7250], [-4.0220, -2.4450, -1.2560], [-2.7998, -2.4606, -0.6144], [-0.4998, 2.3796, 4.0802], [-1.0910, 1.2363, 6.1931], [-1.6599, -1.1706, 6.1956], [-1.5984, -2.4535, 4.1029], [1.3871, -2.7941, 2.5266], [2.0941, -5.0603, 3.1819], [0.5530, -6.9698, 2.9037], [-1.7096, -6.6267, 1.9811], [-2.4423, -4.3693, 1.3109], [-3.5567, -0.4185, 2.0148], [-5.7319, -0.3976, 0.8483], [-6.0322, -1.6958, -1.2273], [-4.1691, -3.0202, -2.1602], [-1.9859, -3.0576, -1.0173]]
}



# 2
{
  "formula": "C26H38F6N3O6",
  "method": "wB97M-V/def2-TZVPD",
  "e_tot_ha": -2228.0415,
  "e_above_lowest_kcal_mol": 0.00,
  "orbital_gap_ev": 6.70,
  "total_charge": 1,
  "elements": ["C", "O", "C", "C", "C", "C", "C", "C", "C", "C", "C", "C", "C", "C", "C", "O", "C", "N", "N", "C", "O", "C", "F", "F", "C", "F", "F", "C", "F", "F", "C", "O", "O", "C", "N", "C", "C", "C", "C", "O", "C", "H", "H", "H", "H", "H", "H", "H", "H", "H", "H", "H", "H", "H", "H", "H", "H", "H", "H", "H", "H", "H", "H", "H", "H", "H", "H", "H", "H", "H", "H", "H", "H", "H", "H", "H", "H", "H", "H"],
  "coordinates": [[-4.5826, -0.2623, -5.0296], [-3.3808, 0.2591, -4.4534], [-2.3868, -0.7504, -4.4200], [-2.3622, -1.5537, -3.0810], [-3.2148, -0.9279, -1.9570], [-2.3640, 0.1362, -1.2195], [-3.2250, 1.1994, -0.4787], [-3.1945, 1.0162, 1.0665], [-3.2999, 2.3800, 1.7993], [-1.9505, 3.1283, 1.8722], [-1.1248, 2.8347, 3.1332], [-0.4040, 1.4571, 3.0896], [1.0278, 1.5110, 3.6898], [2.0216, 0.7539, 2.8941], [2.8898, 1.1617, 1.9853], [3.0467, 2.4904, 1.6443], [2.0363, 2.9497, 0.9485], [1.3497, 3.2978, 0.0699], [3.6367, 0.1210, 1.4659], [4.7136, 0.0757, 0.4910], [5.6324, -0.6585, 0.6987], [4.7007, 0.8961, -0.8281], [5.9718, 1.0865, -1.1443], [4.1525, 2.1243, -0.7325], [4.0530, 0.0956, -2.0262], [4.0646, -1.2184, -1.7458], [4.8519, 0.2437, -3.0721], [2.6286, 0.5535, -2.4242], [1.8421, 0.7320, -1.3391], [2.0931, -0.4546, -3.1304], [2.5559, 1.8201, -3.3368], [3.0376, 1.8780, -4.4272], [1.8761, 2.8842, -2.8233], [3.1852, -0.9520, 2.1156], [2.2501, -0.6320, 2.9463], [1.5676, -1.5845, 3.8317], [0.4040, -2.3398, 3.1570], [0.9716, -3.4574, 2.2276], [0.9314, -3.0331, 0.7440], [-0.2616, -3.4295, 0.1385], [-0.0772, -3.7144, -1.2477], [-5.4505, 0.2585, -4.6165], [-4.5212, -0.0891, -6.1094], [-4.7105, -1.3233, -4.7893], [-2.5507, -1.4686, -5.2317], [-1.4189, -0.2602, -4.5531], [-2.6202, -2.6073, -3.2394], [-1.3245, -1.5567, -2.7231], [-3.4129, -1.7335, -1.2383], [-4.1709, -0.5355, -2.3017], [-1.7680, -0.4000, -0.4687], [-1.6596, 0.6098, -1.9106], [-4.2749, 1.1212, -0.7689], [-2.8286, 2.1846, -0.7460], [-2.2883, 0.4830, 1.3659], [-4.0928, 0.4542, 1.3418], [-4.0468, 2.9771, 1.2703], [-3.6369, 2.1770, 2.8237], [-2.1859, 4.1991, 1.8893], [-1.3693, 2.9374, 0.9613], [-1.7719, 2.8767, 4.0155], [-0.4032, 3.6543, 3.2495], [-0.4146, 1.0715, 2.0646], [-1.0478, 0.7806, 3.6627], [1.3150, 2.5548, 3.8287], [0.9886, 1.0603, 4.6876], [2.2094, 3.0861, -1.9366], [3.5224, -1.9739, 2.0253], [2.3115, -2.3163, 4.1574], [1.2494, -1.0620, 4.7348], [-0.2048, -1.6669, 2.5455], [-0.2037, -2.7689, 3.9554], [2.0071, -3.6899, 2.4950], [0.3549, -4.3500, 2.3480], [1.7964, -3.5052, 0.2453], [1.1051, -1.9416, 0.6677], [0.4190, -4.6854, -1.3608], [0.5079, -2.9294, -1.7439], [-1.0728, -3.7400, -1.6895]]
}



# 3
{
  "formula": "C26H38KN5O5",
  "method": "wB97M-V/def2-TZVPD",
  "e_tot_ha": -2263.5814,
  "orbital_gap_ev": 5.21,
  "total_charge": -2,
  "elements": ["K", "C", "C", "C", "C", "C", "C", "C", "C", "C", "C", "H", "H", "H", "H", "H", "H", "H", "H", "H", "H", "H", "H", "H", "H", "H", "O", "C", "O", "C", "C", "C", "C", "C", "N", "C", "O", "O", "H", "H", "H", "N", "C", "H", "C", "C", "N", "C", "C", "C", "C", "N", "H", "H", "H", "H", "H", "H", "H", "H", "H", "H", "H", "H", "H", "H", "C", "C", "N", "O", "H", "H", "H", "H", "H"],
  "coordinates": [[-1.5508, 0.8566, -0.4053], [-2.6795, -1.9861, 1.5263], [-1.8985, -1.4128, 2.5484], [-0.7821, -2.2491, 2.7643], [-0.8778, -3.3459, 1.8816], [-2.0405, -3.1729, 1.0981], [-2.6493, -4.2104, 0.2028], [0.1010, -4.4759, 1.7312], [0.2716, -1.9949, 3.8009], [-2.2040, -0.1697, 3.3308], [-3.9719, -1.4469, 0.9781], [-3.2012, -3.7602, -0.6305], [-3.3604, -4.8657, 0.7268], [-1.8878, -4.8643, -0.2381], [0.6003, -4.4880, 0.7512], [-0.3699, -5.4612, 1.8425], [0.8925, -4.4198, 2.4821], [0.6913, -0.9864, 3.7277], [1.1082, -2.6931, 3.7112], [-0.1176, -2.0909, 4.8237], [-1.3055, 0.4219, 3.5264], [-2.6506, -0.3992, 4.3090], [-2.8877, 0.5017, 2.8109], [-4.0303, -1.5678, -0.1066], [-4.0843, -0.3826, 1.1992], [-4.8546, -1.9446, 1.4036], [-0.0582, 4.7094, -4.1599], [-0.4145, 3.8477, -3.3479], [0.1236, 2.7341, -3.0965], [-1.6537, 4.1601, -2.4968], [-2.5991, 5.0906, -2.9141], [-3.6958, 5.3353, -2.0999], [-3.8140, 4.6601, -0.8948], [-2.8111, 3.7589, -0.5575], [-1.7630, 3.5117, -1.3418], [-2.9158, 2.9819, 0.7824], [-4.0539, 2.8930, 1.2692], [-1.8390, 2.5063, 1.2086], [-2.4452, 5.5951, -3.8577], [-4.4574, 6.0450, -2.4097], [-4.6464, 4.7870, -0.2182], [1.3649, 0.5190, -3.2949], [1.8946, -0.5067, -3.4066], [0.9068, 1.4953, -3.2571], [2.3657, -1.0734, 1.3241], [3.1698, -0.7140, 0.0877], [3.8668, 0.5606, 0.2193], [5.1982, 0.5313, 0.7731], [6.2772, 0.2888, -0.2789], [3.1562, 1.7151, -0.0135], [3.9006, 3.0228, 0.1253], [1.9308, 1.6202, -0.3431], [1.8496, -2.0265, 1.2018], [1.6036, -0.3172, 1.5049], [3.0018, -1.1452, 2.2101], [2.5143, -0.6459, -0.7789], [3.9260, -1.4773, -0.1237], [5.2352, -0.2668, 1.5232], [5.4053, 1.4588, 1.3095], [6.1084, -0.6595, -0.7898], [7.2703, 0.2613, 0.1755], [6.2592, 1.0769, -1.0323], [4.8612, 3.0058, -0.3918], [4.0863, 3.2577, 1.1754], [3.2902, 3.8163, -0.2986], [1.5146, 2.5259, -0.5388], [-1.1645, -2.2254, -3.6027], [-1.5291, -1.6180, -2.2726], [-0.6920, -1.8793, -1.2246], [-2.5276, -0.9235, -2.1473], [-1.2795, -3.3095, -3.5368], [-0.1280, -2.0040, -3.8605], [-1.8287, -1.8321, -4.3669], [0.1002, -2.4653, -1.4382], [-1.1255, -2.0740, -0.2939]]
}



| no. | LUMO level (eV) |
| --- | --- |
| 1 | -9.204 |
| 2 | -4.609 |
| 3 | 4.237 |